1.
{
  "formula": "C41H42N7O2S2TeTi",
  "method": "ωB97M-V/def2-TZVPD",
  "symbols": ["Ti", "N", "C", "S", "N", "N", "C", "C", "C", "C", "C", "C", "C", "O", "H", "H", "H", "H", "H", "H", "H", "N", "C", "N", "S", "H", "H", "H", "H", "C", "C", "C", "C", "C", "C", "Te", "N", "C", "O", "C", "C", "C", "C", "C", "C", "C", "C", "C", "C", "C", "C", "C", "C", "C", "C", "C", "C", "H", "H", "H", "H", "H", "H", "H", "H", "H", "H", "H", "H", "H", "H", "H", "H", "H", "H", "H", "H", "H", "H", "H", "H", "H", "H", "H", "N", "C", "C", "C", "C", "C", "C", "C", "H", "H", "H", "H"],
  "positions_angstrom": [[1.0779, 2.1581, -1.4833], [4.0088, -1.2491, 0.3608], [3.8219, 0.0132, -0.2183], [4.5661, 1.3502, 0.5299], [3.1425, -0.0353, -1.3376], [2.8509, 1.2020, -1.9091], [3.5109, 1.4801, -2.9758], [3.3475, 2.6451, -3.8391], [4.2441, 2.7489, -4.9088], [4.2330, 3.8195, -5.7827], [3.2933, 4.8283, -5.5853], [2.3928, 4.7572, -4.5427], [2.3855, 3.6714, -3.6472], [1.5239, 3.6564, -2.6589], [4.1847, -1.1848, 1.3494], [3.2757, -1.8965, 0.1022], [4.2945, 0.7811, -3.2597], [4.9733, 1.9567, -5.0398], [4.9416, 3.8715, -6.5994], [3.2633, 5.6796, -6.2574], [1.6508, 5.5310, -4.3877], [-1.4652, 4.8231, 0.5943], [-1.1840, 4.6243, -0.7242], [-0.3180, 5.5091, -1.2765], [-1.8553, 3.3870, -1.6131], [-0.7152, 5.2091, 1.1540], [-1.9108, 4.0258, 1.0194], [0.3401, 5.9439, -0.6442], [0.1164, 5.1692, -2.1271], [0.8867, -5.8999, 5.4788], [0.6645, -4.8718, 4.4012], [-0.0943, -3.7346, 4.6377], [-0.3088, -2.7727, 3.6523], [-1.1113, -1.5560, 4.0266], [0.2342, -2.9392, 2.3645], [0.1301, -1.3448, 0.8530], [-0.1637, 0.6235, -0.8734], [-0.3380, 0.3331, -2.1162], [0.1316, 1.0970, -3.0702], [-1.0845, -0.8758, -2.6104], [-2.4661, -0.9549, -2.4796], [-3.1557, -2.0547, -2.9721], [-2.4680, -3.0931, -3.5856], [-1.0844, -3.0240, -3.7056], [-0.3971, -1.9188, -3.2256], [-1.9884, -1.5181, 0.6997], [-2.8145, -0.4112, 0.9368], [-2.2693, 0.9371, 1.3074], [-4.1960, -0.5529, 0.8061], [-4.7845, -1.7591, 0.4571], [-6.2770, -1.8860, 0.3094], [-3.9508, -2.8420, 0.2245], [-2.5656, -2.7405, 0.3221], [-1.7519, -3.9577, -0.0208], [0.9917, -4.0983, 2.1192], [1.5687, -4.4482, 0.7674], [1.2013, -5.0316, 3.1354], [0.5634, -5.5237, 6.4508], [1.9412, -6.1731, 5.5588], [0.3280, -6.8182, 5.2773], [-0.5221, -3.5785, 5.6250], [-1.5045, -1.6528, 5.0406], [-1.9483, -1.3994, 3.3455], [-0.4914, -0.6571, 3.9774], [-2.9949, -0.1551, -1.9724], [-4.2328, -2.1089, -2.8580], [-3.0052, -3.9576, -3.9602], [-0.5395, -3.8371, -4.1729], [0.6812, -1.8517, -3.3139], [-1.6362, 0.8717, 2.1951], [-3.0871, 1.6325, 1.5104], [-1.6510, 1.3245, 0.4940], [-4.8235, 0.3173, 0.9762], [-6.7731, -0.9355, 0.5118], [-6.6860, -2.6307, 0.9972], [-6.5505, -2.1948, -0.7028], [-4.3809, -3.7919, -0.0828], [-2.3449, -4.6481, -0.6237], [-1.4162, -4.4776, 0.8800], [-0.8615, -3.6833, -0.5888], [1.6117, -3.5991, 0.0911], [0.9473, -5.2054, 0.2780], [2.5723, -4.8654, 0.8721], [1.8004, -5.9134, 2.9179], [1.6018, 6.3443, 4.8757], [1.5915, 5.6686, 3.9429], [1.5608, 4.8386, 2.7765], [2.2418, 5.2289, 1.6153], [2.1817, 4.4229, 0.4919], [1.4520, 3.2179, 0.4335], [0.8146, 2.8578, 1.6351], [0.8607, 3.6286, 2.7872], [2.8140, 6.1494, 1.6105], [2.7286, 4.7500, -0.3889], [0.2717, 1.9192, 1.6748], [0.3550, 3.3050, 3.6899]],
  "lowdin_charge": [0.934, 0.015, -1.010, 0.417, -0.025, -0.133, -0.075, -0.122, -0.062, -0.128, -0.118, -0.024, -0.322, -0.213, 0.042, 0.030, 0.126, 0.103, 0.083, 0.089, 0.106, 0.100, -0.968, 0.089, 0.677, 0.080, 0.073, 0.087, 0.059, -0.070, -0.291, -0.036, -0.295, -0.077, -0.380, 1.490, -0.181, -0.690, -0.172, -0.154, -0.028, -0.099, -0.120, -0.105, -0.029, -0.391, -0.309, -0.108, -0.026, -0.286, -0.064, -0.043, -0.295, -0.074, -0.318, -0.100, -0.041, 0.065, 0.071, 0.072, 0.103, 0.068, 0.061, 0.072, 0.119, 0.094, 0.086, 0.091, 0.119, 0.051, 0.072, 0.006, 0.108, 0.067, 0.071, 0.070, 0.113, 0.074, 0.075, 0.044, 0.006, 0.075, 0.075, 0.112, 0.105, -0.221, -0.278, -0.066, -0.157, -0.202, -0.131, -0.060, 0.104, 0.093, 0.050, 0.108],
  "s2": 0.76,
  "e_tot_ev": -109807.904,
  "largest_force_ha_per_bohr": 0.029,
  "multiplicity": 2,
  "charge": -2
}

---

2.
{
  "formula": "CH4IN2",
  "method": "ωB97M-V/def2-TZVPD",
  "symbols": ["N", "C", "N", "I", "H", "H", "H", "H"],
  "positions_angstrom": [[1.0353, -0.4795, 0.6471], [-0.0518, -0.4304, -0.0186], [-0.6502, 0.9984, -0.6076], [-1.0299, -2.0512, -0.7179], [1.4688, 0.4164, 0.9488], [1.4153, -1.3639, 0.8478], [-0.5536, 1.9202, -0.1290], [-1.6338, 0.9902, -0.9705]],
  "lowdin_charge": [0.144, -0.781, 0.045, 1.128, 0.179, 0.109, 0.095, 0.080],
  "smiles": "NC(=[NH2+])I",
  "e_tot_ev": -12174.386,
  "largest_force_ha_per_bohr": 0.137,
  "multiplicity": 1,
  "charge": 1
}